1.
The following is a DFT calculation (wB97M-V/def2-TZVPD) of C30H66As4N6O3Si3Tc as an isolated structure.

Values from the calculation:
⟨S²⟩   3.791
Net charge   +2
2S+1   4

```
113
C30H66As4N6O3Si3Tc | the OMol25 dataset | wB97M-V/def2-TZVPD
Tc -0.250 -0.116 0.120
N -0.476 0.125 2.225
C -1.904 0.083 2.594
C -2.810 0.264 1.383
O -3.977 0.504 1.482
O -2.196 0.106 0.200
H 0.059 -0.583 2.724
H 0.014 1.017 2.459
H -2.154 0.825 3.350
H -2.140 -0.897 3.010
C 0.627 4.207 -0.008
As -0.534 2.648 0.119
C -1.552 3.202 1.682
C -1.997 3.013 -1.136
C -1.815 2.939 -2.658
C -3.147 3.435 -3.252
C -1.649 1.492 -3.137
As -0.245 0.279 -2.500
C 1.429 0.897 -3.282
C -0.607 -1.118 -3.804
C -0.675 3.860 -3.113
As -0.670 4.472 -5.003
C 0.698 5.847 -4.822
C 0.379 3.126 -5.954
H 0.006 5.036 -0.346
H 1.459 4.071 -0.695
H 1.003 4.425 0.988
H -1.740 4.269 1.556
H -0.970 3.053 2.589
H -2.512 2.692 1.731
H -2.337 4.019 -0.873
H -2.783 2.319 -0.827
H -3.987 2.896 -2.810
H -3.183 3.291 -4.332
H -3.285 4.499 -3.055
H -1.536 1.468 -4.223
H -2.563 0.936 -2.908
H 1.290 0.889 -4.360
H 2.225 0.208 -3.009
H 1.709 1.899 -2.976
H -0.152 -0.796 -4.739
H -1.679 -1.217 -3.939
H -0.182 -2.069 -3.501
H 0.314 3.451 -2.889
H -0.757 4.806 -2.572
H 0.301 6.691 -4.262
H 0.985 6.190 -5.815
H 1.575 5.441 -4.314
H -0.145 2.172 -5.991
H 1.359 3.010 -5.489
H 0.514 3.474 -6.977
C 1.097 -5.491 -0.869
Si 1.421 -3.728 -0.397
C 1.984 -2.775 -1.897
C 2.687 -3.548 0.944
As -0.580 -2.645 0.449
Si -2.688 -3.452 -0.490
C -2.894 -2.669 -2.156
C -2.520 -5.297 -0.622
C -4.159 -2.994 0.544
Si -0.654 -3.546 2.721
C 0.589 -2.663 3.795
C -2.350 -3.423 3.494
C -0.227 -5.350 2.554
H 2.068 -5.888 -1.190
H 0.415 -5.592 -1.713
H 0.745 -6.119 -0.051
H 3.029 -3.028 -2.098
H 1.935 -1.697 -1.736
H 1.409 -3.045 -2.784
H 3.605 -4.044 0.612
H 2.408 -3.990 1.900
H 2.922 -2.498 1.118
H -2.189 -3.073 -2.882
H -2.788 -1.585 -2.087
H -3.905 -2.878 -2.518
H -1.756 -5.593 -1.341
H -3.477 -5.697 -0.971
H -2.303 -5.776 0.333
H -4.209 -1.945 0.839
H -4.292 -3.626 1.417
H -5.016 -3.173 -0.116
H 0.136 -1.841 4.360
H 1.485 -2.313 3.281
H 0.938 -3.380 4.545
H -2.983 -2.606 3.158
H -2.209 -3.311 4.574
H -2.903 -4.351 3.335
H 0.830 -5.537 2.370
H -0.811 -5.853 1.783
H -0.483 -5.822 3.508
C 3.119 2.101 6.341
N 2.582 2.333 5.003
C 3.175 3.059 4.002
C 2.367 2.923 2.915
N 1.288 2.123 3.223
C 1.463 1.796 4.492
H 3.623 2.999 6.685
H 3.818 1.268 6.323
H 2.301 1.877 7.020
H 4.109 3.578 4.144
H 2.526 3.335 1.933
H 0.816 1.162 5.081
N 3.058 1.237 -0.637
C 2.830 0.430 0.427
O 1.703 -0.232 0.469
C 3.794 0.270 1.400
C 4.983 1.041 1.269
N 5.917 1.680 1.051
C 3.513 -0.389 2.622
N 3.251 -0.909 3.617
H 2.246 1.575 -1.117
H 3.873 1.835 -0.619
```

Results of the Mulliken charge analysis, in e, for atoms 1 through 2:
1. Tc 0.6985
2. N 1.3690

---

2.
The following is a DFT calculation (wB97M-V/def2-TZVPD) of C35H32ClN9S2W as an isolated structure.

Values from the calculation:
⟨S²⟩   2.044
Net charge   -2
2S+1   3

```
80
C35H32ClN9S2W | the OMol25 dataset | wB97M-V/def2-TZVPD
W 0.402 -0.170 -0.320
C 2.761 3.042 1.583
C 3.139 1.934 0.594
C 3.185 0.516 1.171
N 1.910 -0.200 1.198
C 1.685 -1.015 2.229
C 2.229 -0.826 3.520
C 2.226 -1.640 4.645
C 1.910 -2.980 4.753
C 1.436 -3.780 3.706
C 0.897 -3.395 2.510
C 0.730 -2.091 1.942
N -0.125 -1.827 0.984
C -1.100 -2.851 0.638
C -2.486 -2.312 0.258
C -2.502 -1.257 -0.854
N -1.766 -0.089 -0.400
C -2.417 0.788 0.341
C -3.797 0.709 0.638
C -4.666 1.626 1.204
C -4.448 2.937 1.600
C -3.224 3.590 1.621
C -1.963 3.069 1.397
C -1.537 1.790 0.967
N -0.284 1.370 1.124
C 0.453 2.089 2.159
C 1.260 3.307 1.666
H 3.244 3.974 1.268
H 3.147 2.801 2.580
H 4.133 2.146 0.195
H 2.450 1.940 -0.254
H 3.659 0.546 2.153
H 3.850 -0.070 0.532
H 2.666 0.148 3.696
H 2.600 -1.170 5.550
H 2.101 -3.468 5.702
H 1.468 -4.852 3.876
H 0.627 -4.196 1.834
H -1.255 -3.517 1.491
H -0.705 -3.460 -0.184
H -2.934 -1.863 1.150
H -3.095 -3.167 -0.047
H -3.533 -1.011 -1.121
H -2.045 -1.641 -1.758
H -4.281 -0.222 0.384
H -5.689 1.275 1.296
H -5.315 3.507 1.915
H -3.250 4.632 1.922
H -1.168 3.782 1.565
H 1.133 1.396 2.646
H -0.253 2.412 2.932
H 1.089 4.162 2.330
H 0.906 3.586 0.671
S 2.773 -0.352 -1.766
C 3.208 -2.056 -1.803
S 2.885 -3.070 -0.485
C 3.893 -2.516 -2.933
C 4.192 -1.708 -4.054
N 4.484 -1.116 -5.005
C 4.294 -3.866 -3.074
N 4.651 -4.950 -3.260
Cl 0.358 0.094 -4.488
C -0.951 1.101 -3.961
C -2.041 1.240 -4.805
C -3.083 2.091 -4.469
C -3.024 2.788 -3.273
C -1.944 2.624 -2.424
C -0.867 1.773 -2.724
C 0.286 1.672 -1.799
H -2.064 0.689 -5.736
H -3.921 2.219 -5.143
H -3.817 3.477 -3.003
H -1.923 3.170 -1.487
H 0.269 2.570 -1.171
H 1.205 1.686 -2.393
N 0.158 -1.522 -1.816
C 0.030 -2.518 -2.420
N -0.086 -3.508 -3.180
C -0.870 -4.543 -3.207
N -1.556 -5.474 -3.317
```

Results of the Mulliken charge analysis, in e, for atoms 1 through 2:
1. W 0.4014
2. C -1.4660

---

3.
The following is a DFT calculation (wB97M-V/def2-TZVPD) of one molecule with the formula CH5N3O2.

Values from the calculation:
2S+1   1
SMILES string   N=C(NO)NO

```
11
CH5N3O2 | the OMol25 dataset | wB97M-V/def2-TZVPD
C -0.523 -0.356 0.184
H 1.059 0.863 -1.086
H 0.568 -1.821 -0.748
H -1.448 -1.813 0.166
H -1.111 1.264 1.015
H 1.260 1.011 1.232
N 0.454 -0.812 -0.524
N -1.571 -0.949 0.599
N -0.456 1.004 0.332
O 0.836 0.034 -1.597
O 0.934 1.573 0.427
```

Results of the Mulliken charge analysis, in e, for atoms 1 through 2:
1. C 0.4925
2. H 0.4681

---

Calculated calculated total energy, -316440.4723 -86244.0739 -9678.9482 eV (same order as the records).
Calculated energy above the lowest of the compared OMol25 structures with the same formula, charge and spin, 0.00 22.94 81.22 kcal/mol (same order as the records).